1.
ORCA calculation (ωB97M-V with the def2-TZVPD basis set) on a structure of composition C36H26IN2O2PPd.

Element x y z (Å)
Pd -0.916 0.639 0.037
O -2.199 0.466 -1.605
C -3.356 0.928 -1.705
C -3.894 1.153 -3.017
C -5.192 1.479 -3.185
C -6.094 1.643 -2.071
C -5.645 1.508 -0.816
C -4.248 1.210 -0.543
C -3.872 1.232 0.754
N -2.563 1.057 1.222
N -2.477 0.940 2.464
C -1.095 0.757 2.906
O -0.189 0.669 2.076
C -0.912 0.693 4.331
C 0.383 0.442 4.815
C 0.601 0.373 6.173
C -0.465 0.553 7.053
C -1.748 0.800 6.582
C -1.981 0.870 5.222
H -3.223 1.006 -3.851
H -5.583 1.619 -4.185
H -7.127 1.888 -2.270
H -6.296 1.648 0.037
H -4.587 1.403 1.552
H 1.194 0.306 4.111
H 1.593 0.182 6.557
H -0.289 0.499 8.120
H -2.564 0.938 7.276
H -2.975 1.060 4.848
I 0.375 3.008 -0.763
C 2.364 2.585 -1.282
C 3.174 3.683 -1.168
C 4.491 3.668 -1.647
C 4.943 2.555 -2.285
C 4.129 1.403 -2.408
C 4.662 0.293 -3.106
C 3.943 -0.851 -3.257
C 2.684 -0.939 -2.650
C 2.113 0.104 -1.945
P 0.714 -0.533 -0.969
C 1.433 -1.375 0.455
C 2.787 -1.236 0.758
C 3.309 -1.847 1.889
C 2.489 -2.598 2.718
C 1.136 -2.733 2.426
C 0.608 -2.118 1.306
C -0.131 -1.702 -2.049
C -0.252 -3.055 -1.738
C -0.875 -3.914 -2.632
C -1.367 -3.431 -3.835
C -1.231 -2.084 -4.155
C -0.616 -1.221 -3.268
C 2.812 1.359 -1.856
H 2.790 4.593 -0.728
H 5.111 4.547 -1.540
H 5.936 2.526 -2.714
H 5.656 0.383 -3.524
H 4.337 -1.698 -3.800
H 2.169 -1.888 -2.717
H 3.440 -0.661 0.115
H 4.361 -1.742 2.115
H 2.903 -3.085 3.590
H 0.496 -3.321 3.071
H -0.451 -2.220 1.092
H 0.158 -3.453 -0.821
H -0.958 -4.965 -2.393
H -1.843 -4.105 -4.533
H -1.593 -1.714 -5.104
H -0.490 -0.177 -3.531

Calculated values
- HOMO-LUMO gap (eV) = 5.126
- HOMO level (eV) = -13.38
- E_LUMO (eV) = -8.25
- net charge = +2
- relative energy (zero: lowest compared OMol25 entry of this formula, charge and spin) (eV) = 0.000

Löwdin atomic charge list, values in e, 5 entries:
1. Pd 0.606
2. O -0.100
3. C -0.269
4. C 0.020
5. C 0.007



2.
ORCA calculation (ωB97M-V with the def2-TZVPD basis set) on a structure of composition C36H26N8O6SZr in a non-equilibrium geometry.

Element x y z (Å)
Zr 0.225 -0.066 0.054
C 3.078 4.291 1.862
C 2.027 4.408 2.762
C 0.828 3.729 2.586
C 0.685 2.904 1.480
C -0.513 2.193 0.873
N -0.108 1.992 -0.551
C 1.205 2.155 -0.630
N 2.034 1.521 -1.524
C 2.754 0.634 -0.811
C 4.007 -0.072 -0.979
C 4.972 -0.097 -1.977
C 6.089 -0.890 -1.800
C 6.272 -1.630 -0.631
C 5.335 -1.611 0.383
C 4.187 -0.844 0.214
C 3.039 -0.600 1.058
N 2.792 -0.958 2.305
C 1.784 -0.398 2.980
N 0.801 0.422 2.468
C 0.134 1.005 3.509
N -1.013 1.713 3.554
C -1.858 2.251 2.750
N -1.802 2.743 1.329
C -2.427 1.459 0.818
N -1.157 0.816 1.124
C -3.611 1.270 1.728
C -4.850 0.703 1.532
C -5.748 0.748 2.594
C -5.404 1.331 3.804
C -4.155 1.909 3.999
C -3.274 1.899 2.939
C 0.691 0.528 4.751
C 0.386 0.804 6.077
C 1.059 0.104 7.056
C 2.030 -0.847 6.730
C 2.368 -1.107 5.417
C 1.696 -0.411 4.418
N 2.215 0.259 0.377
C 1.722 2.868 0.539
C 2.931 3.518 0.724
H 3.996 4.835 2.029
H 2.141 5.060 3.616
H 0.040 3.865 3.310
H 4.851 0.492 -2.873
H 6.845 -0.936 -2.571
H 7.172 -2.217 -0.520
H 5.480 -2.164 1.299
H -5.093 0.242 0.587
H -6.730 0.317 2.470
H -6.124 1.340 4.609
H -3.886 2.372 4.934
H -0.364 1.542 6.316
H 0.823 0.282 8.094
H 2.517 -1.386 7.531
H 3.116 -1.842 5.162
H 3.709 3.446 -0.023
O -3.789 -0.788 -0.939
S -2.616 -0.048 -1.289
O -2.407 0.242 -2.671
O -1.423 -0.804 -0.780
O -2.697 1.393 -0.565
C 0.588 -0.785 -2.948
O 0.992 -1.307 -1.673
C 0.588 -2.658 -1.472
C 0.975 -3.006 -0.030
O 0.371 -2.120 0.910
C -0.876 -2.579 1.446
H 0.960 -1.445 -3.740
H 1.054 0.206 -3.025
H -0.505 -0.677 -3.008
H 1.129 -3.314 -2.175
H -0.497 -2.754 -1.629
H 2.061 -2.864 0.083
H 0.716 -4.045 0.208
H -0.749 -3.576 1.888
H -1.662 -2.590 0.680
H -1.151 -1.861 2.226

Calculated values
- HOMO-LUMO gap (eV) = 4.825
- HOMO level (eV) = -5.98
- E_LUMO (eV) = -1.15
- relative energy (zero: lowest compared OMol25 entry of this formula, charge and spin) (eV) = 9.120

Löwdin atomic charge list, values in e, 5 entries:
1. Zr 1.865
2. C -0.062
3. C -0.051
4. C -0.006
5. C -0.081



- What is the relative energy (zero: lowest compared OMol25 entry of this formula, charge and spin) in the second record?
  9.120 eV